No. 1
This record from OMol25 describes a structure of composition C33H44CaN4P2 in a non-equilibrium geometry. The level of theory is ωB97M-V/def2-TZVPD.

Each line ends with the Löwdin charge.
CARTESIAN COORDINATES (ANGSTROEM)
Ca -0.17113 -2.86271 -0.89018  1.216
C -1.00035 2.60507 -0.66893  -0.098
C -1.59874 1.92499 -1.66223  -0.096
C -1.10417 1.70030 -3.07009  -0.226
C 0.05620 0.70720 -3.23127  -0.192
C 1.42951 1.17209 -2.83198  -0.104
C 1.76548 2.29545 -2.18621  -0.091
C 0.95568 3.55929 -2.08865  -0.204
C 0.07876 3.62406 -0.82559  -0.195
C 2.04508 -2.81750 -0.44553  -0.411
H -1.47721 2.58330 0.31508  0.102
H -2.52630 1.37326 -1.44700  0.102
H -0.87952 2.65187 -3.58261  0.097
H -1.97887 1.25532 -3.56906  0.092
H -0.19672 -0.19817 -2.64092  0.090
H 0.09562 0.32546 -4.26868  0.085
H 2.20150 0.39420 -2.91118  0.097
H 2.72941 2.35509 -1.66225  0.111
H 0.36764 3.80942 -2.98049  0.097
H 1.66914 4.39227 -1.99772  0.110
H 0.75746 3.63718 0.04040  0.114
H -0.45872 4.58058 -0.81634  0.117
H 1.93777 -2.30648 0.53025  -0.084
H 2.79868 -2.22826 -0.98526  -0.070
H 2.47946 -3.80454 -0.21795  -0.066
P 1.36958 -1.24862 -7.44483  1.081
P -1.98777 -0.83301 -7.30070  1.057
N 2.70802 -0.13262 -7.60216  -0.286
N 2.05960 -2.47621 -8.54946  -0.261
N -2.06398 0.95370 -7.38807  -0.249
N -3.56653 -1.16578 -7.96757  -0.285
C 0.37069 -0.43219 -8.80415  -0.401
C -1.06526 -0.96426 -8.88649  -0.409
C 3.51590 0.29732 -6.54367  -0.140
C 4.52383 1.10402 -7.05988  -0.093
C 4.32893 1.18449 -8.47732  -0.083
C 3.19770 0.44182 -8.78108  -0.149
C 2.32322 -3.78814 -8.13804  -0.153
C 2.77970 -4.51430 -9.23413  -0.102
C 2.80659 -3.63091 -10.35748  -0.086
C 2.37371 -2.38842 -9.90920  -0.153
C -1.71814 1.72727 -6.28325  -0.157
C -1.73449 3.06809 -6.62952  -0.082
C -2.07457 3.13736 -8.01667  -0.075
C -2.21776 1.82609 -8.47189  -0.164
C -4.37161 -0.44922 -8.86087  -0.128
C -5.49660 -1.20739 -9.15342  -0.088
C -5.36430 -2.45668 -8.46337  -0.100
C -4.16171 -2.42587 -7.77453  -0.159
H 0.82197 -0.57974 -9.80354  0.056
H 0.40118 0.65405 -8.59005  0.086
H -1.59028 -0.42697 -9.68460  0.072
H -1.07408 -2.03231 -9.14530  0.085
H 3.26874 0.01628 -5.53126  0.087
H 5.30243 1.59835 -6.50129  0.089
H 4.92728 1.72267 -9.19784  0.093
H 2.67208 0.33686 -9.72550  0.087
H 2.17667 -4.06050 -7.10308  0.090
H 3.05339 -5.55827 -9.23729  0.088
H 3.09797 -3.85279 -11.37210  0.092
H 2.28694 -1.46549 -10.47105  0.081
H -1.47900 1.22392 -5.36237  0.040
H -1.50317 3.89550 -5.97319  0.092
H -2.19643 4.02667 -8.61371  0.093
H -2.41436 1.46798 -9.47001  0.090
H -4.09044 0.52159 -9.23406  0.078
H -6.31781 -0.89426 -9.78264  0.093
H -6.07334 -3.26931 -8.47485  0.089
H -3.65674 -3.17405 -7.18183  0.090
C 1.05990 -0.82951 4.43947  -0.074
C -0.26570 -0.53205 3.73302  -0.660
C -1.48842 -1.03882 4.46668  -0.090
C -0.36811 1.01416 3.72134  -0.074
C -0.28151 -1.23778 2.41580  -0.231
C -0.33877 -1.91749 1.37792  -0.214
H 1.15726 -0.23833 5.36168  0.077
H 1.89385 -0.51907 3.79018  0.088
H 1.14005 -1.89627 4.67992  0.084
H -1.62984 -0.52272 5.42857  0.081
H -2.40221 -0.84861 3.87811  0.087
H -1.41725 -2.12337 4.63272  0.086
H 0.46428 1.48518 3.17132  0.081
H -1.32243 1.36218 3.29373  0.077
H -0.31891 1.33435 4.78393  0.081

Atomic forces in eV per Å
-0.207 0.664 1.308
-0.979 -0.230 -0.674
0.496 -0.296 0.903
-0.666 0.187 -0.378
-0.007 0.018 -0.507
0.356 -0.294 1.034
-0.044 -0.149 -0.499
-0.111 0.671 0.408
0.445 0.144 0.070
0.986 0.023 -0.025
0.125 -0.032 -0.244
0.513 0.185 0.219
-0.228 -0.653 0.068
0.329 0.239 -0.069
0.230 0.300 0.017
-0.071 0.229 0.175
-0.306 0.197 0.210
-0.176 -0.138 -0.605
0.318 -0.322 0.266
-0.117 -0.185 -0.048
-0.312 -0.098 -0.037
0.243 0.114 0.084
-0.133 -0.222 -0.333
-0.005 -0.259 -0.118
0.085 0.141 -0.129
1.615 0.282 -2.712
-0.788 2.040 -1.591
0.242 0.759 0.408
-0.211 -0.788 0.275
0.599 0.098 0.356
-0.610 -0.895 -0.271
-0.366 0.208 0.196
0.434 -0.351 -0.009
0.469 0.448 -1.046
-0.848 -0.647 0.027
-1.049 -0.679 0.239
0.588 0.411 0.610
0.232 0.169 -1.238
-0.372 0.649 0.652
-0.451 0.951 0.984
0.098 -0.959 0.040
-0.302 0.402 -0.613
-0.031 -0.888 -0.058
0.130 -1.482 0.035
0.024 0.809 0.802
-0.559 -0.876 0.179
1.052 0.124 0.546
0.869 0.365 0.207
-0.699 0.924 -0.444
-0.166 0.130 0.825
-0.258 -0.447 -0.038
-0.093 -0.261 0.238
0.097 0.118 -0.094
0.132 -0.036 -0.050
-0.062 -0.084 0.070
-0.060 0.008 0.121
0.394 0.018 0.429
-0.002 -0.066 -0.126
-0.005 0.072 0.080
0.043 -0.028 0.085
0.079 -0.484 0.195
-0.104 0.186 -0.165
-0.073 -0.113 -0.069
0.072 -0.048 -0.024
0.012 0.122 0.158
-0.179 -0.138 0.289
0.125 -0.042 0.058
0.110 -0.026 -0.005
-0.157 0.074 0.091
0.238 -0.158 0.199
0.215 0.372 -0.546
-0.725 -0.375 0.670
-0.078 0.073 -0.283
-0.023 -0.304 -1.297
-0.572 0.836 0.847
-0.159 -0.252 -0.075
-0.252 -0.308 0.160
0.159 0.207 -0.093
0.172 -0.212 -0.079
0.414 -0.094 0.111
-0.073 0.292 0.037
-0.307 -0.206 0.178
0.325 -0.120 0.086
-0.063 -0.014 -0.650

Calculated values
**HOMO level**: -7.81 eV
**Energy above the lowest of the compared OMol25 structures with the same formula, charge and spin**: 0.0 kcal per mole
**Frontier orbital gap**: 6.705 eV
**E_tot**: -77905.3149 eV
**2S+1**: 1

No. 2
This record from OMol25 describes a structure of composition C33H44CeN4O7S6 in a non-equilibrium geometry. The level of theory is ωB97M-V/def2-TZVPD.

Each line ends with the Löwdin charge.
CARTESIAN COORDINATES (ANGSTROEM)
Ce 0.29581 -0.37952 -0.52757  1.055
C -1.82609 -4.04842 -1.72997  -0.453
C -2.50619 -3.98252 -0.37997  -0.462
S -2.63949 -2.25832 0.23343  0.881
C -2.82039 -2.60422 2.03203  -0.465
C -1.58699 -3.25032 2.64103  -0.440
S -0.11769 -2.79992 1.63153  0.811
C 1.13531 -3.77562 2.55433  -0.435
C 2.51481 -3.51542 1.97103  -0.461
S 2.53251 -3.03832 0.19963  0.859
C 2.16691 -4.62622 -0.63967  -0.474
C 0.69121 -4.93412 -0.79627  -0.468
S -0.07879 -3.53442 -1.71247  0.910
H -2.29419 -3.36192 -2.43557  0.077
H -1.86929 -5.06492 -2.12257  0.100
H -1.94849 -4.55402 0.35873  0.059
H -3.51949 -4.37732 -0.45607  0.097
H -3.70529 -3.21992 2.18613  0.093
H -2.98749 -1.62472 2.47313  0.067
H -1.66369 -4.33792 2.64503  0.088
H -1.43009 -2.91162 3.66453  0.090
H 0.86181 -4.82702 2.46473  0.088
H 1.09821 -3.49332 3.60623  0.090
H 3.15331 -4.39142 2.07623  0.092
H 2.98711 -2.66952 2.46653  0.066
H 2.68631 -5.41202 -0.09287  0.094
H 2.62511 -4.51482 -1.62147  0.079
H 0.20411 -5.04332 0.17023  0.046
H 0.55801 -5.84692 -1.37847  0.099
C 1.26221 -0.12032 3.07013  -0.067
O 1.69621 -0.31702 1.72713  -0.368
C 2.95521 0.29998 1.48233  -0.165
C 2.78351 1.76468 1.08593  -0.167
O 2.05211 1.77418 -0.12287  -0.302
C 2.10211 3.03688 -0.77157  -0.049
H 1.86941 -0.72862 3.75253  0.113
H 0.21861 -0.42732 3.12043  0.073
H 1.32941 0.92758 3.36683  0.087
H 3.38591 -0.23132 0.62533  0.112
H 3.61541 0.20458 2.35443  0.153
H 3.77781 2.21228 0.95323  0.150
H 2.24661 2.33348 1.86383  0.122
H 3.14281 3.31478 -0.97857  0.103
H 1.64111 3.81638 -0.15607  0.106
H 1.53671 2.93508 -1.69627  0.097
O -3.20859 1.70218 -5.27877  0.203
C -2.44699 1.32688 -4.41907  -0.212
C -2.05839 -0.09522 -4.10177  -0.240
O -2.08289 -1.08042 -4.83567  0.120
C -1.49919 -0.05412 -2.75767  -0.274
C -1.11319 1.26978 -2.44737  -0.259
O -0.32549 1.55788 -1.46187  -0.188
C -1.70479 2.19748 -3.41837  -0.248
O -1.61319 3.41288 -3.43607  0.160
O -1.23789 -1.08082 -2.00237  -0.290
N -1.22379 0.51128 1.07583  -0.378
S -0.88989 2.06998 1.14353  1.112
C -2.19069 3.04398 0.36033  -0.373
C -3.17439 2.46988 -0.42207  -0.078
C -4.08009 3.29768 -1.07257  -0.042
C -3.99759 4.67228 -0.92777  -0.036
C -3.01219 5.23478 -0.13087  -0.033
C -2.10099 4.41688 0.51373  -0.064
C -1.37409 2.52748 2.85683  -0.355
C -0.43039 3.07158 3.71283  -0.095
C -0.74819 3.29158 5.04403  -0.050
C -2.01199 2.97748 5.51503  -0.045
C -2.96349 2.46168 4.64903  -0.043
C -2.64469 2.23228 3.32173  -0.068
H -2.22329 0.34188 1.18673  0.026
H -3.22639 1.39448 -0.54207  0.113
H -4.83989 2.86638 -1.70757  0.123
H -4.69479 5.31338 -1.44747  0.122
H -2.93769 6.30598 -0.01937  0.121
H -1.32229 4.83478 1.13493  0.118
H 0.54641 3.34318 3.33813  0.102
H -0.01019 3.70888 5.71283  0.118
H -2.25619 3.13528 6.55453  0.119
H -3.95639 2.23958 5.00973  0.119
H -3.38899 1.83878 2.64473  0.116
C 4.89851 1.93208 -3.62177  -0.075
C 4.85841 0.58258 -2.90347  -0.221
C 3.53421 -0.07082 -3.03277  -0.546
N 2.69321 -0.26312 -2.08077  0.014
N 1.56751 -0.91312 -2.45487  -0.159
C 1.54181 -1.22332 -3.73327  -0.623
N 0.57611 -1.91752 -4.32137  0.153
S 2.98141 -0.70032 -4.57627  1.195
H 5.89321 2.35918 -3.53477  0.088
H 4.17651 2.61978 -3.19017  0.068
H 4.66951 1.81048 -4.67707  0.074
H 5.07601 0.70658 -1.84217  0.118
H 5.61031 -0.07542 -3.34377  0.122
H -0.33399 -1.98552 -3.86887  0.060
H 0.56841 -2.01622 -5.32257  0.131

Atomic forces in eV per Å
0.203 -1.270 0.903
0.332 0.284 0.051
-0.141 0.399 0.129
-0.276 -0.344 0.432
0.030 0.170 -0.650
0.540 0.112 -0.280
-0.096 -0.641 0.851
-0.404 0.383 -0.239
-0.071 0.224 -0.486
0.293 -0.194 0.153
-0.029 0.465 0.069
-0.300 0.480 -0.340
0.186 -0.850 0.557
-0.080 -0.166 -0.085
-0.058 0.071 -0.071
-0.045 -0.050 0.041
0.028 -0.065 0.020
-0.028 0.093 0.057
-0.123 0.056 0.060
0.037 0.005 0.009
-0.082 -0.051 0.029
-0.042 -0.004 0.022
0.074 -0.087 0.042
0.082 0.086 0.068
0.089 -0.040 0.028
0.043 -0.023 -0.056
0.104 -0.117 -0.013
-0.034 -0.018 -0.012
0.018 0.014 0.001
-0.415 -0.168 0.429
-0.088 0.296 -0.310
0.488 0.527 -0.372
0.183 -0.525 0.443
-0.137 -0.323 0.284
-0.137 0.229 -0.372
-0.049 0.085 -0.146
0.146 0.004 0.036
0.072 0.000 -0.070
0.107 0.042 0.195
-0.147 -0.052 -0.153
-0.155 -0.009 -0.047
0.125 -0.044 -0.155
-0.144 -0.081 0.034
-0.001 -0.063 0.018
0.126 0.145 0.080
0.890 -0.430 0.939
-1.130 0.686 -1.368
-0.009 -1.587 -0.943
-0.244 1.077 0.918
-0.041 2.154 -0.054
-0.801 -1.654 -1.286
0.441 -0.547 0.660
0.219 1.923 0.013
-0.067 -1.413 0.084
0.591 0.358 0.236
-0.099 -0.567 -0.830
-1.163 1.862 1.886
0.214 -0.211 -0.424
0.090 -0.178 0.043
-0.045 -0.064 0.048
-0.040 0.042 -0.069
0.104 -0.080 0.068
0.167 0.034 0.054
0.577 -0.211 -0.121
0.190 0.021 -0.298
-0.025 0.057 0.084
0.112 0.010 0.001
-0.055 -0.055 -0.079
-0.126 -0.121 -0.231
0.117 -0.225 0.039
-0.042 -0.053 -0.054
-0.070 -0.042 -0.002
-0.039 -0.007 -0.024
-0.028 0.055 0.004
0.067 0.169 0.054
0.150 -0.012 -0.002
0.054 0.046 0.011
-0.030 0.048 0.061
-0.078 -0.030 -0.009
-0.172 -0.047 -0.048
0.047 -0.126 0.071
0.112 0.214 -0.068
-0.133 -0.256 0.021
0.688 0.330 0.376
-0.502 0.014 -0.280
0.134 -0.442 -0.956
-0.148 0.339 -0.003
-0.397 -0.091 0.600
0.034 0.095 -0.032
-0.059 0.112 0.005
0.005 0.078 -0.138
0.013 -0.106 -0.013
0.056 -0.035 0.158
0.270 -0.136 -0.208
-0.027 0.014 -0.075

Calculated values
**HOMO level (alpha / beta)**: -13.29 / -13.29 eV
**Frontier orbital gap (alpha / beta)**: 5.867 / 5.915 eV
**Total charge**: +2
**E_tot**: -133154.7194 eV
**2S+1**: 1